(1)
88
Properties=species:S:1:pos:R:3:forces:R:3:mulliken_charge:R:1 method="wB97M-V/def2-TZVPD" e_above_lowest_kcal_mol=0.0 charge=+1 e_homo_ev=-9.582
C -4.251 -2.543 -4.767 -0.4 -0.4 0.3 -1.5370
C -3.814 -2.818 -3.332 0.6 -0.5 -0.2 -0.2570
C -2.451 -2.187 -2.995 -0.7 0.5 -0.1 -0.9218
C -2.352 -1.590 -1.588 0.7 0.1 -0.2 -1.0335
C -2.348 -2.579 -0.422 0.6 -0.6 -0.7 0.5381
O -3.507 -2.719 0.328 0.0 0.9 -0.4 -0.8952
B -3.946 -1.556 1.017 -0.5 0.2 0.3 0.9240
O -3.140 -0.779 1.803 0.4 -0.7 -0.8 -0.4770
O -5.238 -1.207 0.863 0.0 -0.4 0.0 -0.4352
C -1.079 -2.618 0.432 0.0 -0.4 -0.1 -0.4719
O -1.250 -3.830 1.169 -0.2 0.4 0.5 -0.4127
C -1.884 -4.745 0.348 0.4 -1.0 -0.2 -0.5330
N -2.179 -4.003 -0.956 0.2 -1.2 2.0 -0.0866
H -5.031 -3.252 -5.029 -0.2 0.0 -0.1 0.4200
H -3.435 -2.709 -5.462 0.2 0.2 -0.1 0.3617
H -4.670 -1.548 -4.870 0.2 0.2 -0.2 0.3868
H -4.575 -2.518 -2.613 -0.1 0.1 0.0 0.2767
H -3.718 -3.905 -3.259 -0.1 -0.1 0.2 0.2636
H -2.323 -1.347 -3.675 0.2 0.1 0.0 0.6180
H -1.627 -2.856 -3.232 0.1 -0.1 0.0 0.4236
H -3.134 -0.839 -1.499 -0.2 -0.1 0.3 0.4034
H -1.405 -1.049 -1.553 0.1 0.1 0.1 0.4365
H -2.549 -0.274 1.229 0.3 0.4 0.4 0.1711
H -5.654 -1.808 0.238 -0.4 0.0 0.0 0.2855
H -0.922 -1.756 1.062 -0.2 -0.1 0.4 0.3212
H -0.191 -2.733 -0.198 0.0 0.4 -0.2 0.6073
H -1.225 -5.593 0.153 0.2 0.1 -0.4 0.4175
H -2.800 -5.201 0.714 -0.3 0.6 0.4 0.3217
H -3.016 -4.434 -1.341 0.0 0.4 -0.7 0.2152
H -1.316 -4.136 -1.472 -0.4 0.3 -0.9 0.4001
O -1.854 2.521 0.850 -0.9 2.7 -1.6 -0.7165
P -1.633 3.575 1.907 2.2 -2.7 4.5 0.4065
N 0.081 3.515 2.095 -0.2 -0.4 0.3 0.5423
C 0.899 2.994 3.167 0.0 0.1 0.3 -0.5085
C 0.854 3.878 0.919 -0.3 0.3 -0.2 -1.3493
N -2.567 2.870 3.185 0.1 0.0 0.4 0.1989
C -1.991 2.192 4.334 0.2 0.0 0.1 -1.1318
C -3.714 2.110 2.681 0.1 0.0 -0.4 -1.1385
N -1.828 5.187 2.540 -1.8 0.5 -3.4 0.1738
C -2.090 6.226 1.539 0.0 -0.1 -0.1 -0.9769
C -1.060 5.699 3.641 0.6 -0.3 0.3 -0.8389
H 1.633 3.744 3.488 0.1 0.0 0.0 0.3435
H 1.449 2.095 2.858 0.0 0.0 0.0 -0.1809
H 0.324 2.730 4.047 0.0 0.1 -0.1 0.2887
H 1.155 4.934 0.944 0.1 -0.1 0.0 0.2290
H 0.282 3.715 0.003 0.0 0.0 0.0 0.3717
H 1.757 3.269 0.841 0.0 -0.1 0.1 0.4426
H -1.246 1.435 4.052 0.0 0.0 0.1 0.3113
H -2.774 1.671 4.885 -0.1 0.0 -0.1 0.4058
H -1.554 2.889 5.052 0.2 0.0 -0.1 0.3233
H -3.406 1.118 2.351 -0.4 0.3 0.2 0.5800
H -4.174 2.611 1.830 0.0 0.0 0.0 0.2843
H -4.481 2.022 3.453 0.2 0.0 0.2 0.4714
H -1.171 6.561 1.035 0.0 0.1 0.0 0.3086
H -2.565 7.094 1.999 0.0 0.0 0.1 0.3322
H -2.774 5.852 0.772 0.0 0.0 0.0 0.3154
H -0.096 6.125 3.326 0.0 -0.1 0.0 0.2839
H -0.863 4.955 4.410 -0.1 -0.1 -0.1 0.1869
H -1.645 6.490 4.116 -0.1 0.0 -0.1 0.3662
O 1.912 -1.339 -1.633 -0.3 2.8 -2.1 -0.7032
P 3.333 -0.834 -1.497 2.5 -4.3 3.2 0.6155
N 4.171 -2.179 -2.182 0.0 -0.2 0.6 0.3061
C 4.956 -3.225 -1.563 0.2 0.0 0.1 -1.0247
C 3.912 -2.426 -3.591 -0.1 0.5 -0.1 -1.1682
N 3.358 -0.680 0.228 0.4 -0.1 0.2 0.2123
C 3.958 -1.678 1.097 0.0 -0.1 0.0 -1.1787
C 2.093 -0.192 0.764 0.0 -0.1 0.0 -1.2329
N 4.647 0.294 -1.709 -2.9 2.2 -1.8 0.1256
C 4.481 1.250 -2.809 -0.1 0.0 0.0 -0.9791
C 6.029 -0.060 -1.525 0.2 -0.7 0.0 -0.8264
H 5.932 -3.314 -2.055 0.0 -0.1 0.0 0.3357
H 4.457 -4.201 -1.628 0.0 0.0 0.0 0.3259
H 5.156 -3.040 -0.514 0.0 0.1 -0.1 0.2954
H 4.678 -1.965 -4.228 0.0 -0.1 -0.1 0.2425
H 2.941 -2.026 -3.892 0.0 0.0 0.0 0.3211
H 3.893 -3.497 -3.804 0.0 0.0 0.1 0.3908
H 3.607 -2.696 0.879 0.1 0.0 0.1 0.3716
H 3.696 -1.470 2.135 -0.1 0.1 0.0 0.3963
H 5.049 -1.650 1.069 0.0 -0.1 -0.2 0.2843
H 1.343 -0.989 0.866 0.0 0.0 0.0 0.3897
H 1.670 0.589 0.133 0.0 0.0 0.0 0.3162
H 2.276 0.242 1.748 0.0 0.0 0.0 0.3255
H 4.732 0.811 -3.785 0.1 0.1 0.0 0.3136
H 5.110 2.128 -2.656 0.0 0.0 0.0 0.3376
H 3.446 1.600 -2.856 0.0 0.0 0.0 0.3182
H 6.481 -0.492 -2.428 -0.1 0.0 0.0 0.2807
H 6.188 -0.756 -0.704 -0.2 0.0 0.0 0.1906
H 6.574 0.851 -1.270 -0.1 0.1 0.0 0.3622

***

(2)
92
Properties=species:S:1:pos:R:3:forces:R:3:mulliken_charge:R:1 method="wB97M-V/def2-TZVPD" e_above_lowest_kcal_mol=80.7 charge=-1 e_homo_ev=-4.840
O 1.877 1.565 1.271 -1.4 0.2 0.3 -0.4872
V 0.293 1.791 1.422 0.2 2.8 2.0 0.9569
O 0.114 3.183 2.274 0.4 -2.1 -1.9 -0.4009
O -2.056 -2.035 1.413 -0.3 1.0 -1.0 -0.7601
V -2.450 -0.707 0.600 -2.2 0.0 1.8 0.6353
O -3.197 -1.061 -0.766 0.9 0.1 0.8 -0.6181
O -4.624 -0.362 1.766 3.7 1.7 -0.1 -0.7295
C -4.087 0.505 2.797 -0.2 -1.0 -0.8 -0.7143
C -2.994 1.628 2.479 -1.7 0.2 -0.4 -0.6843
O -1.906 1.331 1.653 1.0 -2.9 -1.1 -0.1379
H -3.750 -0.106 3.635 1.0 -0.5 0.1 0.1847
H -4.922 0.971 3.318 -0.4 0.9 -0.3 0.4398
H -2.714 2.042 3.448 0.4 0.0 0.4 0.2653
H -3.479 2.453 1.958 -0.6 0.2 0.1 0.4151
B 0.011 -0.422 -0.030 0.3 -0.4 -0.1 1.6676
H 0.110 -1.483 -0.198 0.3 -3.4 -0.8 -0.6080
H 0.011 -0.321 1.044 0.2 0.5 4.3 -0.6949
H 0.822 0.132 -0.477 2.6 2.0 -1.7 0.1624
H -0.925 -0.096 -0.456 -3.9 1.5 -1.9 0.1515
C -0.980 1.499 -3.924 -1.1 0.5 -1.3 -1.6487
C 0.503 1.195 -4.009 -2.1 -0.7 0.8 0.8410
C 1.136 1.830 -5.198 0.8 0.3 -0.8 -0.7709
O 0.487 1.432 -6.376 -1.1 -1.0 -0.1 -0.3176
C 1.098 1.869 -7.561 0.1 0.2 0.7 -0.7373
N 1.128 1.561 -2.769 1.3 0.3 -0.4 -0.2464
H -1.420 1.170 -4.865 -0.2 -0.3 0.1 0.5249
H -1.235 2.559 -3.933 0.6 0.5 0.1 0.2002
H -1.614 1.124 -3.120 0.6 -0.7 0.3 0.3309
H 0.612 0.115 -4.110 -0.1 -0.3 -0.5 0.0431
H 2.178 1.511 -5.241 0.5 -0.1 0.0 0.3739
H 1.162 2.919 -5.159 -0.2 0.4 0.3 0.3613
H 2.005 1.295 -7.753 0.4 0.2 0.0 0.2593
H 1.275 2.929 -7.378 0.5 0.3 -0.8 0.3235
H 0.457 1.722 -8.430 -0.3 0.0 0.3 0.2347
H 2.045 1.152 -2.882 0.7 0.3 0.6 0.3820
H 0.729 0.996 -2.033 -0.2 -0.3 0.2 -0.5188
C 2.168 -5.264 1.996 0.5 -1.5 -1.0 -1.6493
C 1.304 -4.678 0.879 -0.6 -0.7 1.7 0.3582
C -0.203 -5.127 1.050 1.3 0.8 -1.4 -0.1838
O -0.562 -6.458 0.804 0.0 -1.3 0.9 -0.4753
C -0.457 -6.907 -0.532 0.9 0.6 0.4 -0.6573
N 1.423 -3.283 1.128 0.0 1.6 -0.4 -0.5503
H 3.168 -4.852 1.866 0.1 -0.2 0.2 0.4345
H 2.178 -6.346 1.859 0.4 -0.3 0.1 0.4127
H 1.857 -5.122 3.030 -0.5 0.5 -0.2 0.2717
H 1.738 -4.905 -0.095 -0.1 -0.2 -0.1 0.5267
H -0.755 -4.496 0.353 -0.4 0.4 0.1 0.3664
H -0.406 -4.841 2.082 -0.6 -0.4 0.0 -0.0085
H -0.969 -6.176 -1.157 0.0 -0.3 -0.5 0.2864
H -0.779 -7.939 -0.672 -0.9 0.2 0.5 0.2729
H 0.593 -7.012 -0.805 0.3 0.6 -0.3 0.2555
H 1.008 -2.664 0.446 -0.2 -0.2 -0.1 -0.0192
H 0.954 -3.046 1.990 -0.1 0.2 0.3 0.1811
C 1.729 4.623 -0.229 -0.3 -0.8 -0.2 -1.4168
C 0.259 4.275 -0.488 0.0 2.8 -0.8 0.1723
C -0.309 4.881 -1.847 0.0 1.7 1.5 -0.5334
O -1.714 4.911 -1.761 -1.3 -0.2 -0.5 -0.2781
C -2.331 5.734 -2.752 -0.1 0.1 0.5 -0.8542
N 0.023 2.882 -0.573 -0.6 -1.4 0.8 0.4712
H 2.044 4.216 0.731 -0.2 -0.2 0.0 0.2893
H 1.905 5.697 -0.167 0.0 0.0 -0.5 0.4306
H 2.305 4.102 -0.995 0.5 0.4 -0.1 0.2493
H -0.269 4.709 0.361 -0.6 0.0 -0.3 0.4784
H -0.072 4.441 -2.815 0.8 -0.6 0.2 0.1227
H -0.005 5.928 -1.865 0.5 0.3 -0.2 0.4962
H -2.004 5.576 -3.780 0.5 -0.3 0.0 0.3193
H -2.185 6.786 -2.508 0.3 0.2 0.0 0.3183
H -3.413 5.600 -2.765 0.1 -0.4 0.4 0.2772
H 0.469 2.695 -1.460 1.2 -1.2 0.0 -0.0940
H -0.918 2.805 -0.930 -1.0 -0.3 0.7 0.1096
C 2.079 0.662 5.414 -0.1 0.0 0.5 -1.7153
C 1.232 -0.051 4.392 -0.2 -0.9 1.1 0.7443
C 0.486 -1.288 5.021 1.4 -0.2 -0.5 -1.2172
O -0.277 -1.909 4.041 -0.8 0.5 -0.9 0.2261
C -1.151 -2.865 4.603 -0.2 0.2 -1.3 -1.0740
N 0.263 0.829 3.792 -1.0 -0.3 -1.6 -0.4212
H 2.594 1.510 4.962 0.0 -0.1 0.1 0.3517
H 2.783 -0.015 5.899 0.3 0.0 -0.3 0.4134
H 1.458 1.011 6.238 -0.2 0.3 0.0 0.3761
H 1.883 -0.365 3.576 -0.1 -0.4 0.0 0.1814
H -0.136 -1.088 5.894 -0.1 0.8 0.2 0.4696
H 1.184 -2.060 5.345 0.7 0.1 0.4 0.5073
H -0.520 -3.703 4.899 -0.4 -0.2 0.9 0.3402
H -1.832 -3.219 3.829 0.3 0.1 -0.3 0.1824
H -1.821 -2.365 5.302 0.3 -0.4 0.8 0.3538
H -0.417 1.215 4.431 0.4 0.7 0.6 0.2741
H -0.369 0.176 3.352 -0.4 -0.5 -0.8 -0.0947
C 1.795 -2.589 -2.583 -0.9 -0.2 -1.0 0.5952
Cl 1.392 -4.082 -3.577 0.2 0.9 0.9 -0.2138
Cl 2.841 -1.538 -3.581 0.2 -0.3 0.6 -0.1761
H 0.893 -1.994 -2.439 -0.1 -0.4 0.0 -0.3088
H 2.166 -2.901 -1.607 0.6 0.1 -0.4 0.1468

***

(3)
82
Properties=species:S:1:pos:R:3:forces:R:3:mulliken_spin:R:1 method="wB97M-V/def2-TZVPD" charge=-1 spin_multiplicity=2 e_homo_ev="0.290 / -5.810"
N 1.339 2.871 -0.444 0.8 0.0 -0.7 1.7000
H 1.063 3.198 -1.359 0.0 0.4 -0.4 -0.2084
H 1.100 1.891 -0.400 -0.4 -2.4 -0.2 0.0638
H 0.828 3.358 0.277 -0.3 1.0 0.8 0.0902
H 2.333 2.975 -0.294 0.5 0.2 0.0 -0.1157
C 0.298 -0.089 0.799 0.9 -0.2 -0.7 0.0296
O 0.712 0.221 -0.510 -0.3 0.1 0.2 0.0770
H 0.615 -1.093 1.080 -0.1 -0.6 0.0 -0.0169
H 0.810 0.515 1.548 0.0 0.6 0.3 0.0214
H -0.770 -0.031 1.009 -0.4 0.2 -0.2 -0.0432
C -2.075 3.213 1.637 1.5 -0.1 -0.4 0.0576
C -1.399 4.257 0.655 -1.9 -0.6 0.5 0.5148
C -2.087 5.610 0.696 -0.7 -0.4 -0.1 0.1055
O -0.056 4.466 0.931 0.5 -0.2 0.4 -2.8917
H -1.785 3.406 2.670 -0.4 0.6 0.1 -0.2736
H -1.576 2.255 1.492 0.1 -0.2 -0.4 0.3375
H -3.140 3.012 1.524 -0.1 0.5 -0.1 0.0463
H -1.410 3.803 -0.336 -0.2 0.2 -0.2 0.5489
H -1.459 6.382 0.251 -0.1 0.0 0.0 -0.2338
H -2.321 5.858 1.731 0.2 0.2 0.1 0.0226
H -3.051 5.554 0.190 -0.1 0.1 -0.2 0.0081
H -0.001 5.024 1.710 0.6 0.4 0.8 1.1694
C 3.806 -1.286 -2.701 0.2 0.4 0.0 -0.0069
C 4.025 -1.229 -1.183 0.9 0.7 -1.1 0.0335
C 5.508 -1.334 -0.890 0.1 -1.6 0.6 -0.0022
O 3.720 0.046 -0.722 -0.2 1.3 0.6 -0.1235
H 2.892 -0.767 -2.987 -0.3 -0.7 0.1 0.0139
H 3.935 -2.291 -3.104 -0.5 -0.1 0.0 -0.0003
H 4.563 -0.685 -3.205 0.4 0.1 0.3 0.0038
H 3.398 -1.919 -0.619 0.2 -0.6 -0.2 -0.0005
H 5.909 -2.287 -1.236 0.1 -0.2 -0.3 -0.0038
H 5.624 -1.380 0.193 0.3 0.5 0.1 0.0101
H 6.099 -0.543 -1.352 -0.3 0.2 0.2 0.0003
H 2.787 0.069 -0.498 -1.0 0.2 -0.1 0.0974
C 3.193 -1.204 2.842 0.2 0.7 -0.2 0.1049
C 4.215 -2.022 3.608 -1.1 -0.2 0.4 -0.0469
C 5.542 -1.355 3.769 0.6 0.1 -0.4 0.0155
O 3.714 -2.262 4.937 -0.1 -0.5 0.1 -0.0066
H 3.213 -0.189 3.239 0.0 0.2 -0.1 -0.0084
H 2.154 -1.524 2.918 0.2 -0.5 0.2 0.0245
H 3.434 -1.148 1.781 0.1 0.1 -0.1 0.0086
H 4.261 -3.021 3.176 0.6 0.0 -0.5 -0.0034
H 5.408 -0.370 4.215 0.0 0.1 -0.1 -0.0063
H 6.039 -1.250 2.805 0.0 0.2 -0.1 0.0005
H 6.204 -1.925 4.420 -0.1 -0.1 0.0 0.0015
H 3.351 -3.142 4.813 -0.4 0.0 0.8 0.0023
C -0.686 -3.812 -3.325 0.4 0.0 0.3 0.0013
C -0.087 -3.042 -2.096 1.9 0.0 -0.4 -0.0012
C 0.899 -3.924 -1.200 -1.4 0.1 -0.6 -0.0081
O 0.694 -1.936 -2.581 -0.6 -1.0 -0.6 0.0088
H -1.493 -3.341 -3.887 -0.3 0.5 0.7 -0.0004
H -1.012 -4.819 -3.064 -0.1 0.0 0.3 -0.0003
H 0.027 -3.959 -4.136 0.7 0.1 0.4 0.0003
H -0.828 -2.577 -1.446 -0.5 -0.6 0.0 -0.0024
H 1.697 -4.393 -1.775 -0.2 0.0 -0.3 0.0005
H 0.304 -4.692 -0.705 0.0 -0.3 0.0 -0.0009
H 1.389 -3.371 -0.399 -0.2 0.5 -0.2 0.0070
H 0.732 -1.333 -1.835 0.2 1.1 0.5 -0.0029
C -3.649 -0.544 1.858 -1.0 0.8 0.3 -0.0280
C -5.119 -0.387 1.350 -0.2 -1.4 -0.9 0.0073
C -5.993 -1.657 1.404 0.1 -0.4 1.2 -0.0054
O -5.768 0.640 2.050 0.0 0.8 1.1 -0.0146
H -3.597 -0.522 2.947 -0.5 0.1 0.2 -0.0005
H -3.113 0.358 1.563 0.2 -0.2 -0.2 0.0278
H -3.101 -1.455 1.618 -0.3 0.1 -0.7 0.0016
H -5.194 -0.070 0.310 1.0 -0.1 -0.3 0.0077
H -5.456 -2.584 1.200 0.1 0.1 -0.4 -0.0007
H -6.924 -1.632 0.838 0.3 0.3 -0.6 -0.0014
H -6.381 -1.782 2.415 0.3 0.1 0.4 0.0016
H -6.579 0.857 1.584 0.0 0.0 0.0 0.0038
C -3.070 1.194 -1.391 0.4 -0.1 -1.1 -0.1508
C -2.363 1.060 -2.780 0.0 0.9 0.5 0.0390
C -3.064 1.886 -3.920 1.2 -0.8 0.4 0.0208
O -0.978 1.432 -2.641 -1.1 0.9 -1.0 -0.0713
H -2.935 2.198 -0.989 -0.1 0.2 -0.3 0.0327
H -2.629 0.536 -0.643 0.0 -0.3 -0.2 0.0268
H -4.134 0.992 -1.513 -0.1 -0.1 0.2 -0.0040
H -2.369 0.044 -3.173 -0.3 -0.4 0.4 -0.0030
H -4.071 1.511 -4.105 -0.1 0.1 0.3 -0.0089
H -2.499 1.639 -4.819 0.1 0.2 -0.2 0.0003
H -3.063 2.970 -3.808 0.0 -0.1 0.3 0.0149
H -0.551 0.879 -1.983 0.4 -0.6 0.7 -0.0143

***

The following max |F| values (in hartree/bohr) correspond, in order, to the records above: 0.1158, 0.0894, 0.0472.